{"formula": "H22O11", "method": "ωB97M-V/def2-TZVPD", "species": ["O", "H", "H", "O", "H", "H", "O", "H", "H", "O", "H", "H", "O", "H", "H", "O", "H", "H", "O", "H", "H", "O", "H", "H", "O", "H", "H", "O", "H", "H", "O", "H", "H"], "coordinates": [[-2.121, -1.595, 0.459], [-2.895, -1.628, 1.034], [-2.421, -1.109, -0.323], [-0.484, 1.531, 2.658], [0.020, 0.964, 2.049], [-0.004, 1.490, 3.492], [2.076, -1.138, -0.998], [2.649, -1.486, -0.290], [1.394, -0.646, -0.517], [-1.518, 2.952, 0.761], [-1.235, 3.817, 0.443], [-0.844, 2.673, 1.400], [-0.355, -0.233, -2.676], [0.079, -1.082, -2.500], [0.319, 0.440, -2.517], [-0.182, -3.066, -2.169], [-0.197, -2.851, -1.229], [0.098, -3.985, -2.210], [3.031, -1.358, 1.675], [3.516, -2.150, 1.932], [2.138, -1.451, 2.045], [1.205, 2.217, -2.031], [1.707, 2.812, -2.599], [1.263, 2.597, -1.148], [-2.151, 2.322, -1.881], [-1.200, 2.428, -2.006], [-2.298, 2.492, -0.943], [0.114, -1.633, 2.360], [-0.011, -2.418, 2.904], [-0.778, -1.391, 2.052], [-0.008, 0.335, 0.458], [-0.667, 0.756, -0.117], [-0.240, -0.604, 0.435]], "atomic_forces_ev_per_a": [[-0.23, -0.01, 0.05], [0.01, -0.02, -0.12], [0.09, -0.04, -0.06], [0.45, -0.01, 0.83], [-0.23, -0.12, -0.16], [-0.10, 0.16, 0.02], [0.04, -0.38, 0.21], [-0.29, 0.38, -0.23], [0.40, 0.23, -0.15], [0.11, 0.56, -0.48], [-0.12, -0.02, 0.04], [-0.26, -0.12, 0.48], [-0.02, -0.15, 0.34], [0.04, 0.16, -0.32], [0.04, -0.08, -0.05], [-0.22, -0.11, 0.12], [0.08, -0.08, -0.03], [0.07, 0.07, -0.04], [-0.01, -0.12, 0.15], [-0.08, 0.06, 0.09], [0.10, -0.01, -0.13], [-0.15, 0.23, 0.05], [-0.03, -0.09, -0.01], [0.09, -0.14, 0.00], [-0.08, 0.00, -0.12], [-0.09, -0.12, -0.06], [0.16, 0.01, 0.02], [-0.17, -0.15, 0.20], [-0.03, 0.03, -0.05], [0.31, -0.09, 0.11], [0.13, -0.28, -0.64], [0.12, 0.04, -0.02], [-0.12, 0.22, -0.03]], "lowdin_charge": [-0.039, 0.069, 0.074, -0.070, 0.000, 0.063, -0.070, 0.014, -0.018, -0.068, 0.057, -0.003, -0.067, -0.011, -0.012, -0.048, 0.025, 0.049, -0.053, 0.052, 0.011, -0.030, 0.062, 0.052, -0.068, -0.002, -0.012, -0.052, 0.065, 0.024, -0.065, 0.057, 0.017], "smiles": "O.O.O.O.O.O.O.O.O.O.O", "e_lumo_ev": -0.06, "total_charge": 0, "e_above_lowest_ev": 1.205, "e_homo_ha": -0.37502, "gap_ev": 10.149}